Formula: C30H87ClN8O4
Source: OMol25
Level of theory: wB97M-V/def2-TZVPD

Geometry as XYZ:
```
130
Properties=species:S:1:pos:R:3:forces:R:3:mulliken_charge:R:1
Cl -5.77602 -10.80450 -3.73154 -0.2040 -0.7916 -1.3585 1.254
O -6.36107 -12.11616 -4.11734 -0.5081 -0.3693 0.4072 -0.392
O -6.01659 -10.63061 -2.31293 -0.0933 0.1719 -0.0073 -0.780
O -6.49594 -9.81120 -4.50293 -0.0864 -0.0060 0.5586 -0.334
O -4.40643 -10.84063 -4.08617 0.0834 0.4106 0.5471 -0.505
N -3.07207 -7.68801 -7.34656 -0.0006 -0.5121 0.3017 0.247
N -8.41555 -9.52194 -8.52878 -0.5043 0.6658 -0.1338 0.619
N -9.90995 -7.58334 -1.12572 -0.1736 0.2620 -0.2594 0.118
N -2.49893 -13.68199 -0.88447 -0.1886 0.0664 -0.1203 0.047
N -8.16040 -11.79297 -6.72518 0.5684 0.2347 0.1341 1.042
N -7.21082 -14.06120 -2.00319 1.1138 -0.7845 0.3720 -0.098
N -6.74554 -14.09083 -7.52535 -0.0063 -0.3092 -0.2859 0.607
N -8.99874 -10.09931 -1.86364 -0.4170 0.1378 -1.9190 -0.106
C -9.24698 -8.45150 -7.94635 -0.4205 0.2745 0.2284 -0.823
C -7.13834 -8.90652 -8.97072 -0.0200 -0.9832 -0.2458 -1.535
C -3.18499 -7.00998 -4.98518 -0.5433 -0.5639 0.7486 -1.492
C -3.97924 -7.25372 -6.26787 1.9208 0.5347 -0.3277 -0.063
C -10.46492 -7.59880 1.34579 0.2943 0.3524 -0.4835 -1.390
C -0.51809 -13.19920 -2.38939 0.2038 -0.0451 0.3648 -0.845
C -10.51260 -7.26394 -2.43669 0.8939 -0.3091 -0.4347 -0.332
C -3.26543 -5.81988 -8.94859 0.1267 -0.0235 -0.3576 -1.448
C -2.88547 -9.13132 -7.29753 0.3788 -0.6681 -0.2494 0.582
C -7.51946 -7.08207 -1.76624 0.0622 -0.7874 0.2328 -1.053
C -7.80618 -13.99642 -9.82756 -0.1442 -0.1149 0.1251 -1.561
C -6.54650 -14.06902 -8.97776 0.6394 0.0013 -0.8973 -0.477
C -8.89325 -8.19949 -6.48829 -0.2655 0.5803 0.0671 -0.901
C -3.54066 -7.29502 -8.67356 -0.1307 0.5959 0.1609 0.238
C -3.87999 -14.58181 -2.74196 0.2394 -0.5737 0.2328 -0.628
C -9.08505 -10.15672 -9.68342 1.1311 -1.5348 0.2412 -0.321
C -7.91518 -15.31626 -5.68648 0.0286 -0.2118 -0.0276 -1.159
C -4.42540 -13.23819 -7.10411 -0.0999 -0.6238 -0.1596 -1.346
C -3.44240 -13.37048 -1.93893 -0.7656 0.7648 0.0015 0.205
C -6.02783 -9.94337 -9.06697 -0.5729 -0.5373 0.4286 -0.452
C -7.73941 -15.12594 -7.19426 -0.2193 0.5985 0.6467 -0.693
C -1.21135 -14.15327 -1.41927 0.2861 0.0004 0.1553 -0.633
C -2.33231 -12.51211 -0.02289 0.0845 0.1700 0.4587 -0.391
C -10.92793 -7.32299 -0.07303 -0.8702 -0.8141 -0.8053 -0.475
C -8.71159 -6.73868 -0.89138 -0.2588 0.0120 -0.0125 -0.460
C -10.41662 -10.80255 -9.31899 -0.4337 1.1320 -0.1944 -1.442
C -3.49072 -12.33605 0.95261 -0.4255 -0.6452 0.1155 -1.160
C -5.46295 -14.33354 -6.82975 -0.1955 1.0382 0.0725 0.035
C -1.67470 -9.58837 -8.12126 -0.2957 0.0912 -0.3285 -1.611
C -11.66100 -8.17456 -2.83001 -1.0771 0.4913 -0.3288 -1.647
H -4.32437 -6.27287 -6.59388 -0.8084 -0.2641 0.1340 0.555
H -7.83898 -14.35898 -5.15621 -0.0423 0.0053 -0.0646 -0.016
H -8.38877 -14.91679 -9.79621 -0.0496 0.0403 0.1103 0.392
H -11.65537 -9.17149 -2.38360 0.2104 -0.0003 -0.0437 0.462
H -4.02628 -13.27136 -8.11650 0.0484 -0.0027 0.0135 0.403
H -0.35595 -12.24814 -1.87980 -0.2187 0.2195 -0.3471 0.261
H -8.98673 -5.68306 -1.00968 -0.0219 -0.0242 0.0312 0.374
H -7.05773 -8.01865 -1.42919 0.0636 0.1286 0.0963 0.210
H -6.76009 -6.31151 -1.66853 0.0176 0.0478 -0.2231 0.501
H -9.74928 -8.42248 1.28084 -0.1222 -0.1255 0.3075 0.309
H -3.47641 -13.17231 1.65640 0.0288 0.1277 0.0834 0.350
H -3.56945 -5.50417 -9.94995 -0.2831 -0.2372 0.0351 0.436
H -7.29334 -8.41945 -9.93901 -0.0080 0.2894 0.1470 0.160
H -7.70780 -14.90425 -2.30196 -0.3996 0.3415 -0.0383 0.432
H -4.72872 -8.02762 -6.07722 -0.5960 0.2984 -0.1463 -0.099
H -3.08815 -12.50543 -2.51966 0.0621 -0.4033 -0.5169 0.361
H -7.52856 -13.86788 -10.87261 0.0670 0.1667 0.0221 0.431
H -8.41627 -10.99665 -9.92148 -0.0175 0.1907 -0.2397 0.203
H -2.66847 -9.52134 -6.30200 -0.2318 0.6403 0.3764 0.249
H -10.79290 -6.20786 -2.53274 -0.0883 -0.0345 0.2663 0.643
H -6.29706 -10.88735 -9.55128 -0.2831 0.2816 -0.3500 0.357
H -10.42113 -11.06621 -8.26010 -0.0132 -0.2834 -0.0500 0.273
H -3.82886 -9.62455 -7.59423 0.2487 -0.1633 -0.1072 -0.413
H -9.62475 -10.43212 -2.60246 -0.0449 -0.2628 0.2695 0.503
H -4.47469 -12.39081 0.47318 0.1205 0.1553 -0.1693 0.124
H -10.30797 -8.70459 -7.97682 0.1000 -0.3203 -0.0977 0.485
H -7.60374 -11.49204 -5.91515 0.1651 0.1582 -0.1834 -0.137
H -11.22706 -10.08133 -9.44917 -0.0910 -0.1416 0.0543 0.391
H -11.75352 -8.01686 -0.27654 0.1967 -0.1263 -0.0082 0.428
H -6.83155 -8.19530 -8.20904 -0.0564 0.3008 -0.1763 0.574
H -9.69601 -7.40252 -3.15203 -0.1534 0.0723 -0.1453 0.005
H -1.34726 -10.59596 -7.86251 -0.0464 0.0444 0.2030 0.436
H -10.66218 -11.65669 -9.94318 0.1619 -0.1202 0.0287 0.406
H -1.43748 -12.68358 0.57950 0.0451 0.0807 -0.0836 0.477
H -11.41669 -6.36720 -0.30921 0.4726 0.3338 0.6367 0.421
H -11.31993 -7.88498 1.94912 0.0745 -0.0023 0.1879 0.377
H -0.57417 -14.29929 -0.54604 0.0475 -0.1346 -0.0514 0.461
H -7.51897 -16.08965 -7.66612 0.0079 0.0495 -0.1016 0.529
H -11.75156 -8.24512 -3.91715 0.3722 -0.2317 0.0223 0.350
H -3.09998 -14.95951 -3.40384 -0.1192 0.0575 -0.1342 0.387
H -4.62220 -7.49756 -8.75969 0.0325 -0.0217 -0.1681 -0.389
H -1.08888 -13.09391 -3.31018 0.0494 0.3009 -0.0332 0.138
H -6.67028 -13.66912 -2.80615 -0.1612 0.4810 0.1858 -0.302
H -12.63140 -7.73715 -2.57721 0.1205 -0.0969 0.3855 0.384
H -5.66630 -14.22875 -5.76209 -0.0177 -0.4361 -0.0105 -0.297
H -7.77789 -13.36111 -1.53574 -0.3144 0.0115 -0.3917 0.299
H -7.76750 -7.26175 -2.81193 0.0735 0.4502 -0.1111 -0.018
H -0.87288 -8.87831 -7.91846 0.1315 -0.1466 -0.0608 0.369
H -9.48515 -7.37682 -6.07204 -0.1508 -0.0694 -0.2248 0.532
H -8.90036 -15.74678 -5.50370 0.0222 -0.0206 0.0741 0.420
H -6.55215 -14.39257 -1.28200 0.2335 0.1791 -0.3204 0.441
H -2.87544 -7.95233 -4.52236 0.1211 -0.0180 -0.1781 0.213
H -8.27019 -10.98639 -7.41446 -0.2042 0.3671 0.2152 -0.160
H -2.29688 -6.39821 -5.11316 -0.0931 0.1265 -0.2641 0.358
H -8.69442 -14.74634 -7.56089 -0.0244 -0.3089 -0.2808 0.422
H -9.38864 -9.10008 -1.65823 0.0583 0.4564 1.3788 0.109
H -1.85361 -9.61092 -9.19840 -0.0064 0.1448 0.0303 0.346
H -9.95068 -6.75688 1.80350 -0.0767 0.0226 0.0951 0.325
H -8.45329 -13.16266 -9.53510 0.0066 -0.0562 -0.0526 0.269
H -5.16216 -9.54777 -9.58624 0.2254 -0.0236 0.3020 0.616
H -3.78391 -5.17594 -8.23912 0.2001 0.0978 0.0375 0.301
H -7.86382 -7.87088 -6.34605 0.1475 -0.4549 0.0776 0.249
H -2.16253 -11.57604 -0.57842 -0.0535 -0.1358 -0.1415 0.281
H -9.18835 -7.53053 -8.54081 0.2600 -0.0190 0.0214 0.292
H -4.85468 -12.25063 -6.93199 0.0447 0.0271 0.1078 0.001
H -3.84084 -6.55111 -4.23415 0.1189 0.1362 -0.1174 0.408
H -3.01493 -7.87985 -9.42589 -0.0867 -0.1087 0.0323 0.388
H -5.09473 -15.33953 -7.06216 0.1068 0.0312 0.0547 0.401
H -3.47557 -11.40567 1.51688 0.2730 0.0566 -0.0713 0.388
H -3.60418 -13.40503 -6.40759 0.0853 0.2330 -0.0505 0.521
H -5.83645 -10.23901 -8.03083 0.6598 0.1153 -0.1043 -0.435
H -5.95134 -14.93379 -9.31866 -0.1866 -0.1511 0.2705 0.411
H -2.18969 -5.64113 -8.93291 -0.0387 0.0678 0.3844 0.350
H -7.59919 -12.57512 -7.19003 0.0205 -0.4730 0.3618 -0.088
H -4.09224 -15.39576 -2.03570 0.1079 0.0274 -0.0072 0.373
H -9.14959 -9.08202 -5.89582 0.3860 -0.0394 0.0860 0.070
H -4.35714 -12.93982 -1.50216 0.1299 -0.1414 0.3410 -0.350
H -4.79747 -14.44132 -3.32395 0.2488 0.3409 -0.2402 -0.471
H -1.32978 -15.13310 -1.88515 -0.1823 -0.0201 0.0748 0.335
H -9.05891 -9.54366 -10.58918 -0.5029 0.2901 0.1653 0.554
H 0.48382 -13.53780 -2.65441 -0.0929 -0.2825 -0.0040 0.415
H -9.03185 -12.14382 -6.34077 -0.1685 -0.0060 -0.4294 0.529
H -7.17191 -16.00175 -5.27703 0.0293 0.0715 0.0528 0.359
H -8.43600 -6.89920 0.14805 0.0960 0.1922 0.0197 0.443
H -5.90723 -13.22488 -9.24916 -0.1359 0.1380 0.2838 0.258
H -9.02052 -10.73534 -1.07623 0.1532 0.2517 0.2003 0.386
H -8.08258 -10.02658 -2.32816 0.4046 -0.1168 0.6112 0.066
```
Forces are in eV/Å.

Total charge = +2
Electronic energy = -2393.5937 hartree
Maximum force = 2.02 eV/A
Relative energy (zero: lowest compared OMol25 entry of this formula, charge and spin) = 9.03 kcal per mole